Run w
Density functional theory data (wB97M-V/def2-TZVPD) for a structure of composition C69H66AsBr2N4O6P2Sr.

CARTESIAN COORDINATES (ANGSTROEM)
H 0.85977 0.36950 -3.04704
O 3.13580 2.62729 4.06933
H -3.84981 -7.31342 -0.27482
H -0.74604 -1.95776 -7.64224
C -2.44258 -5.80730 0.31657
C 1.69381 6.49110 3.70860
C -5.69872 0.51422 -1.38678
C 1.26913 -3.87645 -4.99385
H -4.03166 -3.62878 -2.44602
C 5.40883 -2.23705 0.15737
H -4.62348 5.08140 -0.43795
H 1.88873 -5.25913 3.62158
H 3.54128 0.37200 -6.38148
H 3.20646 -4.37565 2.85323
H 2.48504 5.89316 -4.40933
C -3.65883 4.11738 -3.57055
H 0.28403 3.39628 1.57244
H -2.58686 1.89492 4.20342
H 4.29759 0.47077 3.81846
H 0.48365 -3.20176 3.67036
C -1.81640 1.73301 -1.21074
P -1.83842 -2.03540 -1.15980
C -2.62307 2.77997 -1.92012
C 1.36207 -3.23892 3.02284
C 4.29045 3.48689 -2.00110
C 2.89741 3.51932 -2.00896
N -0.13350 -2.91354 -3.22651
C -0.17255 -2.51216 -6.90917
H 4.52828 0.16000 2.10997
H 4.09167 -2.44501 -3.20976
H 4.81022 -1.48836 -5.36018
O 0.86686 3.06949 -0.86628
As 2.01005 -1.36140 2.83670
H 4.52598 -5.49516 0.43366
P 1.71704 -1.80763 -1.45302
H 0.35393 -0.44920 4.45969
C 1.07492 5.44419 3.03562
C 4.38420 5.16530 -3.71720
C 1.99332 2.62177 -1.18403
C 4.45432 -4.44164 0.19242
C 4.66270 -0.26965 3.10571
N -1.99182 1.81616 0.13226
H -0.91923 3.30753 3.72988
H -5.89993 -0.99066 5.35474
C 3.53037 -1.62668 -3.64866
H 0.25611 -3.78286 -1.35739
C -1.97336 -4.51880 0.08619
C -2.73877 -0.06945 3.32057
H 2.75189 -4.00634 4.51167
C -5.23913 -0.02241 -0.19224
C 3.17745 -2.59399 -0.69537
C -1.30712 -2.10550 -2.93060
H 4.15152 -0.67443 -0.61076
H 2.81476 -1.48993 5.99099
C 5.03137 4.30881 -2.84164
H -4.48071 2.25686 2.94429
C 2.35742 -4.27491 3.53131
H 1.86505 -4.43158 -4.28495
H 0.22384 5.63998 2.38997
C 0.22159 -3.04278 -4.56649
C -6.16387 2.67405 4.20390
H -7.85083 2.81581 5.52558
H -6.24013 3.69839 3.86153
C -5.15919 1.86357 3.69260
C 2.99781 5.21885 -3.73503
C 3.27390 4.92124 4.63100
H -1.15896 -1.05097 -3.20155
H -1.17328 -4.11818 0.70024
H 5.73531 -0.39387 3.27728
C -4.12367 4.52857 -1.22290
C 1.52396 4.13869 3.15795
C 3.28821 -3.94583 -0.38377
Sr 0.39464 0.80390 0.40548
C -5.97231 0.04228 5.03417
C -2.05411 1.17555 3.58273
C 2.41014 -1.11990 -2.99595
C -5.01180 0.25187 -2.56321
C -0.49075 -2.36200 -5.56744
C 0.78780 -3.27296 -2.16608
C -6.97285 0.85523 5.54208
H -4.86045 -5.91715 -2.04948
C 3.92520 -1.60022 3.23215
C -4.01176 -0.37280 3.59092
N -0.89175 1.42016 3.10745
C 0.86278 -3.33709 -7.31442
H 1.87642 0.37745 4.61680
C -2.52772 -3.72646 -0.91607
C 1.42563 -0.61563 4.56211
H -7.67975 0.45521 6.25845
H 1.11514 -3.44504 -8.36072
H 1.19042 4.44526 -2.85049
C 2.27220 4.41105 -2.87856
H -2.00172 -6.40939 1.10130
Br -1.67917 -1.45558 2.55404
C 2.79270 6.21575 4.51124
H 2.39788 -4.66381 -6.61453
C 3.22247 -0.04505 -5.43421
C 4.24294 -1.73697 -0.39670
O 2.39642 1.45810 -0.93020
H -1.29034 -1.68488 -5.30913
H 2.46915 -4.62667 -0.58554
H 3.29031 7.01913 5.04183
H 2.63820 2.11203 3.33260
C 2.10965 0.47063 -4.78610
C 2.65177 3.87236 3.95496
H 1.36362 -2.45728 5.72506
H 4.30666 -2.31912 2.50518
Br 5.28763 2.39643 -0.80742
C -4.31538 4.83115 -2.57022
H -6.57646 1.14803 -1.39659
H -4.33092 -1.39628 3.42686
H 4.14253 4.69670 5.23792
C 1.57711 -4.01429 -6.33523
H -5.75063 0.19353 0.73825
C -3.57497 -4.24385 -1.67844
O -3.18272 3.28300 1.47370
C -3.47810 -6.31229 -0.45364
H 1.51403 -3.98812 -2.54445
H 1.00503 -3.52539 2.02915
H -3.72694 -1.18947 0.76407
C -2.82631 2.87727 0.37988
C 5.51904 -3.59264 0.45087
C -3.86839 -0.53705 -2.54872
H 6.11119 4.27408 -2.80184
H -4.98054 5.63901 -2.84990
N -0.29349 2.56468 3.41968
H 6.22889 -1.56466 0.37676
C 0.79615 2.99522 2.46937
H 6.42923 -3.97911 0.89208
O -1.08507 0.90858 -1.78195
C -3.26578 3.49108 -0.92711
C -4.04606 -5.52745 -1.45149
H 4.06260 -2.03869 4.22012
C -2.79240 3.07257 -3.25632
C 3.93632 -1.08869 -4.86037
C -4.09562 -0.80682 -0.17917
H -2.27262 2.50807 -4.02044
H 4.96863 5.79578 -4.37564
C 1.74079 -1.43507 5.80527
C 1.71119 -0.05696 -3.56625
C -7.06899 2.17866 5.13178
C -5.04100 0.53793 4.11703
C -3.39174 -1.07570 -1.35427
H -3.33792 -0.69624 -3.47812
H -3.82653 4.38650 -4.60630
H 1.32938 7.50463 3.60161
H -2.13828 -2.48946 -3.52978
H -5.35073 0.68301 -3.49718
H 1.55961 1.29691 -5.21915
O 1.58178 1.92548 2.18243
H 1.28270 -0.98992 6.69189

orbital gap = 7.55 eV
net charge = -1
2S+1 = 1

Run x
Density functional theory data (wB97M-V/def2-TZVPD) for a structure of composition C69H66AsBr2N4O6P2Sr.

CARTESIAN COORDINATES (ANGSTROEM)
C 5.26810 0.38088 -3.98039
H 0.09383 1.80950 -2.31975
H -2.26697 1.80430 6.32140
C -2.36160 4.09575 2.13751
C -1.27339 1.64953 4.39974
H -1.78865 -5.68285 -4.75522
C -1.04226 4.25626 2.87984
H 0.35786 -6.80657 -4.23346
H 1.53706 -3.46562 -1.83530
H -6.60846 -6.33518 -2.20460
O 2.26480 -0.31805 -2.08381
H 0.51405 4.13979 5.79266
C 1.08206 -5.18850 -3.02536
H -1.76815 3.36005 5.66646
H -5.00193 3.33448 -1.23882
C 4.23735 -0.30980 -3.35673
H -4.72803 5.05062 -3.01383
H -2.43207 -4.00488 0.94838
C -1.05208 -5.19099 -4.13263
C -1.56826 3.87014 -2.90234
C 4.58866 -2.13222 -4.93512
H 0.41220 3.99602 -1.04136
C -1.31203 -3.93109 -3.62269
P -0.68860 -1.63494 -2.06393
C -4.61786 0.96473 1.64902
H 6.72830 0.41625 -5.53971
C 4.67364 4.85536 -1.32486
C -1.88690 1.10770 -4.90739
C -3.37322 0.34727 1.55702
H -4.38077 -2.88610 1.53770
O -0.36964 4.09641 -3.53900
C 4.79333 3.63892 0.86795
H 4.20599 3.98603 -1.76639
H -2.23212 1.48599 3.89848
C 3.77460 -4.33525 3.37845
C -4.03700 3.49451 -1.70216
H 4.31309 -3.11676 -5.28805
C -4.72786 -6.08119 -1.18546
C -1.74793 -2.75338 5.37999
C 3.91639 -1.57005 -3.86601
H 1.12848 -1.21573 -4.28917
C -5.82298 -5.64943 -1.91981
H -2.51684 5.36325 -4.09878
H 2.01462 -5.67750 -2.77426
C -1.69361 2.92359 -1.88775
Br 5.81325 2.13382 -3.47834
C 1.41773 3.07494 4.10542
O 1.01405 -0.47376 3.15953
C 4.96012 5.96905 -2.10220
H -2.80682 -0.86774 -1.14567
H -0.95852 -3.68463 0.03717
C 1.65268 -1.44640 2.78078
O -0.82430 0.99129 -0.70823
H 2.19366 3.26580 3.36313
H 4.22566 -5.07270 2.72767
C 2.57920 -2.38237 5.04918
H 1.09824 0.24431 -6.25050
C 5.77317 5.89540 0.54015
H -0.08769 -4.10681 2.18625
C -3.77039 -3.85499 -1.18265
H 3.11675 -2.11054 -3.37501
H 6.15151 -1.82404 -6.38962
H 0.33786 -5.19893 4.32108
C 2.42371 -2.37277 3.67931
H -2.64552 -1.26442 4.13323
N -2.76687 -2.96932 -0.81630
H -2.83023 5.05810 1.91434
H 5.86118 7.91503 -2.17288
C -1.93053 -3.26282 0.32778
P -1.60362 -1.74508 1.38524
H 2.35390 4.42866 -0.06200
C 5.61173 -1.41605 -5.54486
C 3.93968 -4.37078 4.76170
C -0.79936 -0.59035 -3.57126
H 5.59546 3.31809 1.52091
H 6.60219 7.83636 0.19613
H -4.64212 -7.12263 -0.90008
N 0.31965 3.07432 -0.61956
C -0.33173 -4.34882 4.28782
H -2.47096 0.94621 1.47002
C -0.91558 -3.86248 5.44863
H -4.67641 2.04579 1.66671
C 0.15403 -5.81981 -3.83610
C -1.47958 2.30991 5.75463
N 1.77827 -1.86065 1.47065
C 3.66115 2.92863 0.86387
H -0.82302 0.65919 4.50318
C 5.94327 -0.15961 -5.06951
C 1.28008 4.27701 5.03069
H 4.53645 -5.15714 5.20734
C -3.71374 -5.20923 -0.82386
H 1.01887 5.17704 4.47171
H 2.22409 4.48217 5.54403
H -6.58150 -1.79684 1.66496
O 3.92957 0.98016 -1.36707
O 2.93577 -3.60726 0.46639
H -2.20720 -2.36188 6.27951
H 4.66628 5.97814 -3.14423
C -3.27707 -1.03921 1.52241
H -6.73083 -3.93614 -2.84059
As -0.15257 2.51811 3.04538
C 3.35250 -3.40908 5.58575
C 5.05523 4.82151 0.01576
H -4.98773 -2.37597 -2.17118
C 0.81399 -3.92430 -2.50569
C 6.05469 7.00838 -0.23583
H -3.02454 1.96421 -0.56056
C -0.38159 -3.28181 -2.80912
C -0.50982 2.08707 -1.41902
H -0.35641 4.88898 2.30861
H -2.24826 -3.44322 -3.86535
C -5.68308 -1.19313 1.64250
H 3.49968 -3.46501 6.65699
Sr 1.14589 -0.02063 -0.03628
C 2.41763 3.37230 0.19558
C -5.76924 0.19511 1.68787
H -0.57137 2.27147 6.35819
C -0.82279 1.10349 -5.79454
C 3.00135 -3.31361 2.86455
C 3.43597 0.18110 -2.16389
C -4.44347 -1.80493 1.56545
C -1.99677 -2.13216 4.16478
H -1.18818 4.73604 3.85030
N 1.45914 2.57486 -0.05391
H 1.74901 2.17843 4.63533
H 0.18108 3.30675 -3.45299
H -3.08024 3.51909 2.72589
C -3.88230 4.45261 -2.69623
H -2.21957 3.57567 1.18824
C -2.94044 2.73793 -1.31274
H -3.05735 -1.88791 -2.55581
H 6.09771 5.85274 1.57317
H -6.73989 0.67249 1.74537
C -2.49403 -1.80105 -1.62885
H -2.69436 0.31680 -3.10137
H -2.72184 1.78143 -5.05184
C -0.58043 -3.72507 3.07320
C -5.88272 -4.31000 -2.27953
H -2.85198 -5.59467 -0.29817
H -0.82747 1.76909 -6.64839
C 0.25457 0.25183 -5.57156
C -4.88544 -3.42108 -1.91654
H -0.71872 -4.33737 6.40116
C -1.87255 0.26163 -3.80252
H 2.10567 -1.63367 5.66989
C -1.41571 -2.61102 2.99435
C -2.65051 4.64004 -3.30566
C 2.59393 -2.97172 1.44567
Br 3.62439 1.31525 1.84945
C 0.26971 -0.58274 -4.46705
C 5.63835 7.05122 -1.56030

orbital gap = 7.73 eV
net charge = -1
2S+1 = 1

Result of the stability comparison: run x is the least stable of them.